(1)
DFT (ωB97M-V/def2-TZVPD) results for a cluster of 2 separate species, C4H7BrNO5S in total at a distorted geometry.

Output
Gap between HOMO and LUMO, eV: 9.7
Electronic energy, eV: -96868.9910
HOMO, eV: -6.48
Energy above the lowest of the compared OMol25 structures with the same formula, charge and spin, kcal/mol: 32.38

The geometry in ORCA input format:
```
! RIJCOSX wB97M-V def2-TZVPD def2/J DEFGRID3
* xyz -1 1
C 2.610 0.834 0.191
C 1.243 1.194 -0.395
C 0.321 0.062 -0.747
C -0.378 -0.687 0.339
N 0.132 -0.982 1.445
O 2.679 -0.203 0.969
O -2.903 -1.209 1.082
O 3.545 1.503 -0.030
O -1.567 -2.665 -0.263
O -2.487 -0.577 -1.294
S -2.024 -1.278 -0.034
Br -2.475 2.111 -0.041
H 1.416 1.862 -1.215
H 0.826 1.782 0.400
H 0.631 -0.826 -1.494
H -0.437 0.416 -1.485
H -2.540 0.770 -0.608
H 1.725 -0.549 1.035
H -0.317 -1.558 2.146
*
```

---

(2)
DFT (ωB97M-V/def2-TZVPD) results for the molecule C3H7N5 at a distorted geometry.

Output
Gap between HOMO and LUMO, eV: 7.2
Electronic energy, eV: -10671.9450
HOMO, eV: -6.62
SMILES string: N=c1[nH]c(N)c(N)[nH]1
Energy above the lowest of the compared OMol25 structures with the same formula, charge and spin, kcal/mol: 70.47

The geometry in ORCA input format:
```
! RIJCOSX wB97M-V def2-TZVPD def2/J DEFGRID3
* xyz 0 1
N 2.644 0.763 1.220
C 1.510 0.372 0.630
N 0.938 0.776 -0.510
C -0.213 0.092 -0.777
N -1.002 0.433 -1.986
C -0.526 -0.551 0.420
N -1.670 -1.314 0.718
N 0.577 -0.425 1.324
H 2.906 1.203 0.280
H 1.400 1.618 -1.210
H -1.071 -0.252 -2.715
H -1.800 0.971 -1.411
H -1.883 -1.343 1.853
H -2.369 -1.295 0.028
H 0.558 -1.047 2.136
*
```

---

(3)
DFT (ωB97M-V/def2-TZVPD) results for the molecule C3H4O2 at a distorted geometry.

Output
Gap between HOMO and LUMO, eV: 10.1
Electronic energy, eV: -7269.0122
HOMO, eV: -9.54
SMILES string: O=C/C=C/O
Energy above the lowest of the compared OMol25 structures with the same formula, charge and spin, kcal/mol: 38.60

The geometry in ORCA input format:
```
! RIJCOSX wB97M-V def2-TZVPD def2/J DEFGRID3
* xyz 0 1
O 1.934 -0.793 -0.077
C 1.487 0.308 0.084
C 0.057 0.483 -0.063
C -0.623 -0.649 0.057
O -1.994 -0.575 0.030
H 2.188 1.089 0.350
H -0.525 1.489 -0.142
H -0.074 -1.530 0.102
H -2.450 0.180 -0.340
*
```

---

(4)
DFT (ωB97M-V/def2-TZVPD) results for a cluster of 4 separate species, C17H36NO7S3 in total at a distorted geometry.

Output
Gap between HOMO and LUMO, eV: 3.3
Electronic energy, eV: -66537.6358
HOMO, eV: -1.05

The geometry in ORCA input format:
```
! RIJCOSX wB97M-V def2-TZVPD def2/J DEFGRID3
* xyz -1 1
C 2.232 -1.445 -1.003
C 1.734 -0.091 -1.575
N 0.668 0.515 -0.787
C -0.679 0.632 -1.402
C -1.266 -0.715 -1.840
C -2.450 -1.155 -1.009
O -3.003 -2.403 -1.552
H 1.482 -1.845 -0.333
H 3.151 -1.347 -0.429
H 2.344 -2.176 -1.799
H 2.599 0.563 -1.653
H 1.395 -0.275 -2.588
H 0.624 0.092 0.129
H -0.538 1.223 -2.305
H -1.648 -0.602 -2.856
H -0.554 -1.561 -1.803
H -3.240 -0.424 -1.005
H -2.116 -1.401 -0.004
H -2.234 -2.959 -1.746
C -1.413 4.563 2.440
C -0.281 3.548 2.235
C -0.596 2.757 0.957
S -1.563 3.844 -0.091
O -2.899 3.330 -0.227
O -0.789 4.260 -1.233
C -1.630 5.212 1.079
H -1.166 5.303 3.203
H -2.322 4.046 2.753
H 0.667 4.081 2.119
H -0.179 2.881 3.091
H 0.294 2.458 0.406
H -1.208 1.880 1.150
H -2.589 5.717 0.981
H -0.818 5.896 0.832
C 8.291 -1.158 -1.817
C 7.377 -2.376 -1.620
C 6.012 -1.858 -1.147
S 5.848 -0.200 -1.821
O 5.835 0.742 -0.733
O 4.846 -0.188 -2.849
C 7.464 -0.140 -2.595
H 9.206 -1.419 -2.348
H 8.572 -0.745 -0.846
H 7.262 -2.901 -2.571
H 7.796 -3.084 -0.905
H 5.185 -2.461 -1.509
H 5.962 -1.776 -0.063
H 7.849 0.875 -2.540
H 7.340 -0.439 -3.635
C -6.123 -3.076 2.145
C -7.095 -1.890 2.228
C -6.312 -0.692 2.783
S -4.599 -0.950 2.292
O -3.812 -1.153 3.485
O -4.245 0.030 1.309
C -4.852 -2.532 1.497
H -6.540 -3.901 1.568
H -5.902 -3.444 3.150
H -7.465 -1.655 1.228
H -7.959 -2.116 2.853
H -6.651 0.255 2.370
H -6.341 -0.655 3.870
H -3.975 -3.154 1.652
H -4.987 -2.345 0.432
*
```

---

(5)
DFT (ωB97M-V/def2-TZVPD) results for a structure of composition C21H34BrMnN4O2PS2 at a distorted geometry.

Output
Gap between HOMO and LUMO (spin up / spin down), eV: 6.0 / 6.2
Electronic energy, eV: -164708.8081
HOMO (spin up / spin down), eV: -5.82 / -6.08
Energy above the lowest of the compared OMol25 structures with the same formula, charge and spin, kcal/mol: 0.00

The geometry in ORCA input format:
```
! RIJCOSX wB97M-V def2-TZVPD def2/J DEFGRID3
* xyz 0 6
Mn 12.227 10.014 5.965
O 6.316 9.105 6.944
C 7.490 9.562 6.450
C 7.869 10.882 6.405
C 9.190 11.147 5.900
N 10.000 10.178 5.493
C 9.530 8.928 5.410
Br 10.835 7.598 5.213
C 8.287 8.555 5.904
H 5.739 9.874 7.101
H 7.266 11.727 6.754
H 9.662 12.100 6.067
H 8.002 7.456 5.870
C 16.252 10.396 5.049
C 14.782 10.824 5.067
S 13.853 9.587 4.320
C 14.371 11.935 5.695
C 15.280 12.994 6.221
S 12.634 12.280 5.946
H 16.633 10.333 4.040
H 16.400 9.454 5.606
H 16.846 11.133 5.600
H 15.455 13.763 5.500
H 16.235 12.664 6.691
H 14.779 13.552 7.057
O 12.099 9.171 7.991
P 12.970 8.537 9.071
N 14.247 7.680 8.659
C 15.388 8.310 7.976
C 15.951 7.196 7.023
C 14.682 6.346 6.861
C 14.090 6.282 8.226
N 12.006 7.607 9.964
C 10.806 8.282 10.459
C 10.259 7.395 11.536
C 11.584 6.899 12.168
C 12.437 6.508 10.951
N 13.492 9.812 10.010
C 13.714 11.180 9.561
C 14.386 11.876 10.706
C 15.187 10.711 11.358
C 14.421 9.437 11.109
H 16.152 8.704 8.672
H 15.034 9.151 7.366
H 16.754 6.659 7.494
H 16.267 7.494 5.996
H 14.852 5.350 6.431
H 14.027 6.822 6.168
H 14.687 5.609 8.847
H 13.072 5.980 8.239
H 10.104 8.431 9.634
H 10.981 9.307 10.832
H 9.593 6.608 11.166
H 9.751 8.082 12.186
H 11.474 6.050 12.840
H 12.099 7.720 12.679
H 12.311 5.490 10.537
H 13.477 6.681 11.189
H 12.797 11.632 9.287
H 14.340 11.289 8.605
H 13.633 12.344 11.374
H 15.069 12.649 10.387
H 15.570 10.813 12.349
H 16.062 10.652 10.693
H 13.961 9.040 11.994
H 15.068 8.628 10.724
*
```

---

(6)
DFT (ωB97M-V/def2-TZVPD) results for a cluster of 2 separate species, C4H11NS in total at a distorted geometry.

Output
Gap between HOMO and LUMO, eV: 8.7
Electronic energy, eV: -16650.1827
HOMO, eV: -7.90
SMILES string: C=C(C)N.CS
Energy above the lowest of the compared OMol25 structures with the same formula, charge and spin, kcal/mol: 37.14

The geometry in ORCA input format:
```
! RIJCOSX wB97M-V def2-TZVPD def2/J DEFGRID3
* xyz 0 1
C 2.513 -1.007 -0.761
C 1.776 -0.377 0.185
C 1.311 -0.986 1.519
N 1.170 0.923 -0.085
H 3.019 -0.424 -1.499
H 2.590 -2.062 -0.808
H 1.455 -2.067 1.571
H 1.862 -0.536 2.405
H 0.239 -0.757 1.624
H 1.193 1.492 0.767
H 1.590 1.476 -0.826
C -2.845 0.957 -0.998
S -1.692 0.052 0.096
H -3.526 0.211 -1.398
H -3.439 1.704 -0.435
H -2.337 1.482 -1.815
H -0.300 0.673 -0.203
*
```

---

(7)
DFT (ωB97M-V/def2-TZVPD) results for a cluster of 4 separate species, C13H25BrNO9S2 in total at a distorted geometry.

Output
Gap between HOMO and LUMO, eV: 5.6
Electronic energy, eV: -125507.0342
HOMO, eV: -12.38
Energy above the lowest of the compared OMol25 structures with the same formula, charge and spin, kcal/mol: 19.56

The geometry in ORCA input format:
```
! RIJCOSX wB97M-V def2-TZVPD def2/J DEFGRID3
* xyz 1 1
S 1.923 -2.858 1.211
C 2.787 -2.367 2.510
N 3.028 -1.751 3.629
S 3.289 -0.075 3.244
Br 3.856 0.951 5.108
H 2.055 0.416 2.838
C -3.575 -0.686 -3.277
C -2.410 0.273 -3.429
O -1.944 0.748 -2.153
C -1.235 -0.120 -1.443
O -0.948 -1.240 -1.767
O -0.911 0.464 -0.276
C -0.239 -0.403 0.621
H -4.378 -0.224 -2.697
H -3.965 -0.971 -4.255
H -3.280 -1.593 -2.750
H -2.736 1.154 -3.980
H -1.588 -0.175 -3.990
H 0.641 -0.846 0.155
H -0.920 -1.181 0.971
H 0.081 0.190 1.479
C 9.774 1.650 -0.414
C 8.432 2.169 -0.892
O 7.550 1.096 -1.261
C 7.014 0.420 -0.252
O 7.186 0.627 0.921
O 6.252 -0.555 -0.765
C 5.705 -1.416 0.223
H 10.220 0.997 -1.166
H 10.456 2.478 -0.216
H 9.673 1.065 0.500
H 8.575 2.767 -1.791
H 7.958 2.811 -0.147
H 5.151 -0.864 0.977
H 6.503 -2.003 0.680
H 5.017 -2.098 -0.274
C -9.045 -0.733 1.571
C -8.794 0.282 0.473
O -7.592 1.031 0.709
C -6.456 0.379 0.472
O -6.351 -0.751 0.077
O -5.440 1.198 0.768
C -4.162 0.581 0.653
H -9.054 -0.245 2.547
H -10.001 -1.235 1.417
H -8.262 -1.491 1.598
H -9.607 1.008 0.460
H -8.762 -0.187 -0.512
H -4.021 0.139 -0.333
H -4.043 -0.176 1.432
H -3.406 1.350 0.799
*
```

---

(8)
DFT (ωB97M-V/def2-TZVPD) results for a cluster of 8 separate species, C60H127N7O6 in total at a distorted geometry.

Output
Gap between HOMO and LUMO, eV: 5.4
Electronic energy, eV: -86924.5793
HOMO, eV: -19.80
Energy above the lowest of the compared OMol25 structures with the same formula, charge and spin, kcal/mol: 0.00

The geometry in ORCA input format:
```
! RIJCOSX wB97M-V def2-TZVPD def2/J DEFGRID3
* xyz 6 1
C 19.671 3.928 -11.530
C 18.477 2.962 -11.553
C 17.533 3.379 -12.726
C 16.600 2.320 -13.228
C 17.176 0.954 -13.422
C 17.913 0.427 -12.194
N 18.905 1.563 -11.720
O 20.162 1.277 -11.823
C 18.621 -0.930 -12.526
C 16.981 0.048 -11.008
C 17.509 3.131 -10.271
H 20.090 3.856 -12.534
H 20.406 3.906 -10.726
H 19.255 4.926 -11.385
H 18.134 3.743 -13.562
H 16.911 4.254 -12.540
H 16.301 2.747 -14.187
H 15.745 2.305 -12.550
H 17.809 1.137 -14.295
H 16.486 0.227 -13.852
H 19.136 -1.250 -11.619
H 19.318 -0.840 -13.356
H 17.878 -1.698 -12.731
H 17.469 -0.307 -10.100
H 16.290 -0.711 -11.373
H 16.400 0.866 -10.586
H 16.512 2.745 -10.468
H 17.385 4.155 -9.925
H 17.999 2.526 -9.508
C 17.893 -5.522 -18.322
C 17.001 -5.492 -19.574
C 17.725 -6.294 -20.729
C 16.723 -6.870 -21.760
C 15.536 -7.629 -21.104
C 14.678 -6.871 -20.091
N 15.685 -6.194 -19.151
O 15.196 -5.589 -18.073
C 13.858 -7.858 -19.203
C 13.659 -5.852 -20.683
C 16.698 -4.043 -19.995
H 18.853 -5.028 -18.468
H 18.046 -6.521 -17.912
H 17.422 -5.004 -17.487
H 18.157 -7.198 -20.297
H 18.545 -5.798 -21.246
H 17.178 -7.657 -22.363
H 16.445 -6.148 -22.530
H 16.001 -8.491 -20.623
H 14.968 -8.062 -21.928
H 13.244 -7.273 -18.517
H 14.501 -8.527 -18.633
H 13.108 -8.458 -19.718
H 12.609 -6.045 -20.480
H 13.898 -5.764 -21.742
H 13.974 -4.904 -20.242
H 15.979 -3.527 -19.357
H 16.304 -3.925 -21.004
H 17.610 -3.507 -19.729
C 21.290 -4.319 -21.268
C 21.655 -2.937 -20.683
C 21.384 -2.942 -19.196
C 21.959 -1.703 -18.484
C 23.491 -1.738 -18.630
C 24.061 -1.736 -20.053
N 23.185 -2.678 -20.888
O 23.624 -2.999 -22.042
C 25.540 -2.172 -20.105
C 23.951 -0.260 -20.557
C 20.812 -1.823 -21.400
H 21.164 -4.284 -22.349
H 20.299 -4.458 -20.833
H 21.962 -5.112 -20.944
H 21.746 -3.799 -18.628
H 20.317 -2.799 -19.018
H 21.601 -1.717 -17.455
H 21.589 -0.732 -18.818
H 23.808 -2.549 -17.972
H 23.846 -0.826 -18.149
H 25.613 -3.210 -20.430
H 25.942 -2.074 -19.099
H 26.003 -1.589 -20.900
H 23.936 -0.313 -21.646
H 24.877 0.234 -20.269
H 23.080 0.243 -20.140
H 21.035 -1.784 -22.466
H 21.014 -0.829 -21.001
H 19.738 -1.965 -21.277
C 13.637 2.176 -16.558
C 15.061 1.798 -17.062
C 15.341 2.329 -18.446
N 16.833 2.176 -18.847
C 17.716 3.248 -18.234
C 17.398 0.771 -18.673
C 16.803 -0.134 -19.765
C 16.615 0.841 -20.958
C 16.895 2.259 -20.401
H 13.376 3.234 -16.620
H 13.482 1.949 -15.504
H 12.889 1.688 -17.183
H 15.070 0.709 -17.122
H 15.773 2.218 -16.352
H 15.071 3.371 -18.627
H 14.657 1.890 -19.175
H 17.277 4.222 -18.447
H 18.705 3.259 -18.689
H 17.735 3.091 -17.157
H 18.475 0.875 -18.806
H 17.224 0.474 -17.639
H 17.296 -1.086 -19.947
H 15.787 -0.371 -19.443
H 17.216 0.658 -21.850
H 15.633 0.815 -21.433
H 17.957 2.410 -20.594
H 16.341 3.084 -20.846
C 11.251 0.826 -22.305
C 11.055 0.752 -20.795
C 10.656 -0.711 -20.425
N 11.185 -1.058 -19.031
C 10.407 -0.399 -17.959
C 12.692 -0.941 -18.952
C 13.284 -2.126 -18.072
C 12.077 -2.937 -17.803
C 11.012 -2.553 -18.827
H 11.999 0.192 -22.779
H 11.547 1.867 -22.452
H 10.339 0.766 -22.899
H 10.387 1.527 -20.422
H 12.026 0.957 -20.342
H 11.070 -1.523 -21.019
H 9.569 -0.772 -20.370
H 10.613 -0.824 -16.978
H 9.361 -0.636 -18.153
H 10.506 0.683 -17.900
H 12.924 -0.008 -18.442
H 13.097 -1.016 -19.960
H 13.787 -1.774 -17.173
H 13.987 -2.734 -18.641
H 11.619 -2.599 -16.869
H 12.198 -4.007 -17.636
H 10.033 -2.774 -18.406
H 11.241 -3.159 -19.703
C 21.102 -3.435 -13.920
C 22.418 -2.846 -13.373
C 22.133 -2.113 -12.050
N 23.375 -1.722 -11.267
C 24.245 -0.797 -12.110
C 24.063 -2.979 -10.838
C 24.436 -2.837 -9.363
C 24.171 -1.392 -8.915
C 22.978 -1.125 -9.874
H 20.999 -4.467 -13.588
H 21.172 -3.510 -15.008
H 20.140 -2.925 -13.873
H 22.925 -2.288 -14.159
H 23.153 -3.593 -13.069
H 21.509 -2.801 -11.484
H 21.879 -1.070 -12.248
H 23.743 0.104 -12.461
H 24.560 -1.413 -12.949
H 25.009 -0.444 -11.418
H 24.885 -3.246 -11.500
H 23.351 -3.804 -10.864
H 25.467 -3.130 -9.164
H 23.851 -3.354 -8.602
H 25.017 -0.749 -9.160
H 23.946 -1.252 -7.860
H 22.882 -0.050 -10.025
H 22.103 -1.689 -9.555
C 10.424 -2.494 -9.223
C 11.287 -1.899 -10.351
C 11.375 -2.786 -11.598
N 12.193 -2.351 -12.809
C 11.547 -1.076 -13.395
C 13.682 -2.124 -12.414
C 14.515 -2.442 -13.667
C 13.743 -3.486 -14.320
C 12.304 -3.478 -13.873
H 9.413 -2.776 -9.527
H 10.157 -1.760 -8.464
H 10.890 -3.433 -8.928
H 12.239 -1.708 -9.850
H 10.990 -0.886 -10.628
H 10.377 -3.066 -11.938
H 11.839 -3.762 -11.444
H 10.566 -1.380 -13.753
H 12.253 -0.791 -14.175
H 11.547 -0.317 -12.615
H 13.974 -1.190 -11.933
H 13.936 -2.796 -11.593
H 14.526 -1.580 -14.336
H 15.517 -2.733 -13.357
H 13.841 -3.326 -15.395
H 14.236 -4.434 -14.102
H 11.619 -3.197 -14.670
H 12.109 -4.456 -13.436
O 17.906 -2.008 -15.241
C 17.290 -2.032 -16.437
O 16.128 -1.673 -16.603
O 18.052 -2.382 -17.381
H 18.659 -2.455 -15.665
*
```

---

(9)
DFT (ωB97M-V/def2-TZVPD) results for a structure of composition C3H2FN at a distorted geometry.

Output
Gap between HOMO and LUMO, eV: 9.3
Electronic energy, eV: -7346.5570
HOMO, eV: -9.16
Energy above the lowest of the compared OMol25 structures with the same formula, charge and spin, kcal/mol: 72.83

The geometry in ORCA input format:
```
! RIJCOSX wB97M-V def2-TZVPD def2/J DEFGRID3
* xyz 0 1
C -0.304 -0.334 0.582
C 0.859 -0.463 -0.338
C -0.556 0.849 0.049
N 0.810 0.657 -0.940
F -1.584 1.626 -0.017
H -0.865 -1.071 1.268
H 1.640 -1.264 -0.604
*
```